No. 1
Formula: C5H14N2O
Source: the Open Molecules 2025 dataset
Level of theory: wB97M-V/def2-TZVPD

Its SMILES is CCC(C)=O.CNN. The molecular weight is 118.18 g/mol. The HOMO-LUMO gap is 0.3460 hartree. As for the charge: 0. The value obtained for the largest force on an atom is 0.0255 Eh/bohr. For the total energy, the calculation gives -10438.301 eV.

```
22
C5H14N2O wB97M-V/def2-TZVPD
C -1.10130 -0.31961 -1.99181
C 0.10644 -1.05499 -1.42504
C 1.06010 -0.26465 -0.43997
C 1.14681 1.22318 -0.69017
O 1.94677 -0.86967 0.14379
H -1.69796 -0.99668 -2.61376
H -1.74282 0.05953 -1.19521
H -0.80129 0.51734 -2.60603
H 0.76738 -1.34636 -2.24930
H -0.19437 -1.99036 -0.94189
H 1.61668 1.36964 -1.66432
H 0.16886 1.69225 -0.70341
H 1.77964 1.68768 0.06459
C -0.82653 0.95425 1.82034
N -0.36391 -0.28072 1.22048
N 0.27328 -1.16382 2.15858
H -1.39740 1.51800 1.08431
H -1.45738 0.77890 2.70096
H 0.03825 1.54864 2.11958
H -1.11904 -0.82850 0.77637
H 0.79418 -0.58838 2.81780
H 1.00361 -1.64566 1.61410
```

No. 2
Formula: C5H14N2O
Source: the Open Molecules 2025 dataset
Level of theory: wB97M-V/def2-TZVPD

Its SMILES is C[C@H](N)C/C=C/N.O. The molecular weight is 118.18 g/mol. The HOMO-LUMO gap is 0.3354 hartree. As for the charge: 0. The value obtained for the largest force on an atom is 0.0136 Eh/bohr. For the total energy, the calculation gives -10439.368 eV.

```
22
C5H14N2O wB97M-V/def2-TZVPD
C -1.84423 -0.23017 -0.69314
C -0.46287 -0.32929 -1.35434
N -0.53505 -0.79715 -2.73020
C 0.52631 -1.21978 -0.57987
C 0.61030 -0.89689 0.87613
C 1.52881 -0.06134 1.36214
N 1.54147 0.40973 2.66902
H -1.84024 0.12982 0.33390
H -2.27400 -1.23861 -0.68839
H -2.48490 0.39515 -1.30489
H -0.01199 0.66889 -1.39471
H -1.01072 -1.69381 -2.77796
H -1.04299 -0.13444 -3.30472
H 0.24718 -2.25826 -0.76065
H 1.48818 -1.10655 -1.08920
H -0.15600 -1.26640 1.55115
H 2.29214 0.33479 0.70661
H 0.69068 0.43637 3.19978
H 2.30977 0.97571 2.97381
O 0.22852 3.02108 1.02548
H 0.69981 2.27257 1.42044
H -0.50016 2.58858 0.55961
```

No. 3
Formula: C5H14N2O
Source: the Open Molecules 2025 dataset
Level of theory: wB97M-V/def2-TZVPD

The molecular weight is 118.18 g/mol. The HOMO-LUMO gap is 0.3223 hartree. As for the charge: 0. The value obtained for the largest force on an atom is 0.0318 Eh/bohr. For the total energy, the calculation gives -10435.475 eV.

```
22
C5H14N2O wB97M-V/def2-TZVPD
C 0.27919 0.46927 -1.13110
C -0.05744 0.31937 0.63322
C 0.32314 1.98996 -1.29908
C -0.71598 -0.11503 -2.13694
C -0.81141 -2.02841 2.42940
N -0.18788 -0.95361 0.24033
N 1.05029 0.87999 1.34254
O 1.60256 0.03723 -1.40064
H 1.61874 -0.92710 -1.37326
H -0.21516 -1.84469 1.45344
H -0.98615 0.82646 0.93097
H 0.90263 0.90029 2.34280
H 1.92983 0.44547 1.09219
H -0.65056 2.42981 -1.08466
H 1.08428 2.42772 -0.66121
H 0.58618 2.21642 -2.33344
H -0.46381 0.22775 -3.14248
H -0.67637 -1.20198 -2.15970
H -1.73012 0.19332 -1.88400
H -1.28136 -2.99862 2.30676
H -1.54906 -1.26020 2.62505
H -0.05151 -2.03343 3.20980
```

No. 4
Formula: C5H14N2O
Source: the Open Molecules 2025 dataset
Level of theory: wB97M-V/def2-TZVPD

Its SMILES is CC[C@@H](N)CNCO. The molecular weight is 118.18 g/mol. The HOMO-LUMO gap is 0.3760 hartree. As for the charge: 0. The value obtained for the largest force on an atom is 0.1339 Eh/bohr. For the total energy, the calculation gives -10436.678 eV.

```
22
C5H14N2O wB97M-V/def2-TZVPD
C -1.29018 -1.65554 1.15591
C 0.12578 -2.09244 0.73187
C 0.39921 -1.23942 -0.44380
N 0.25000 -2.24340 -1.59238
C -0.01330 0.28996 -0.77328
N 0.40608 1.16688 0.40793
C -0.30035 2.46589 0.63436
O 0.58028 3.39531 -0.09749
H -1.70587 -1.10823 0.35956
H -1.82799 -2.61597 1.17179
H -1.31155 -1.19098 2.18655
H 0.39514 -3.33220 0.56768
H 0.81760 -1.85388 1.46007
H 1.58268 -1.23562 -0.36561
H 0.77062 -1.88663 -2.44391
H -0.72433 -2.43322 -1.82709
H -1.05352 0.29958 -0.79211
H 0.41091 0.58821 -1.76891
H 0.44154 0.57049 1.22522
H -1.35454 2.49455 0.19413
H -0.45357 2.68047 1.69366
H 1.25106 2.78592 -0.42043
```

No. 5
Formula: C5H14N2O2
Source: the Open Molecules 2025 dataset
Level of theory: wB97M-V/def2-TZVPD

Its SMILES is [H]/N=C(/C)ON.CCCO. The molecular weight is 134.18 g/mol. The HOMO-LUMO gap is 0.3633 hartree. As for the charge: 0. The value obtained for the largest force on an atom is 0.0648 Eh/bohr. For the total energy, the calculation gives -12484.389 eV.

```
23
C5H14N2O2 wB97M-V/def2-TZVPD
H 0.46317 1.33900 1.68821
N -0.45843 1.12405 2.06167
C -1.40292 1.06054 1.24110
C -2.78425 0.65749 1.64273
O -1.38303 1.32446 -0.11097
N -0.13543 1.64324 -0.70203
H -3.47027 1.48866 1.48519
H -2.78181 0.37528 2.69076
H -3.11792 -0.17759 1.02881
H 0.63364 1.00640 -0.28588
H 0.02699 2.64331 -0.59112
C 1.58860 -1.70812 0.45247
C 1.82167 -0.80430 -0.75024
C 0.56109 -1.00722 -1.87259
O 0.39784 0.03602 -2.73124
H 2.47232 -1.76755 1.08648
H 1.34868 -2.72085 0.12805
H 0.74618 -1.35678 1.05014
H 2.69418 -1.14760 -1.30810
H 2.16311 0.19019 -0.44245
H -0.33178 -1.16777 -1.25296
H 0.82479 -1.92236 -2.40866
H 0.12359 0.89150 -2.09936
```

No. 6
Formula: C5H14N2O3
Source: the Open Molecules 2025 dataset
Level of theory: wB97M-V/def2-TZVPD

The molecular weight is 150.18 g/mol. The HOMO-LUMO gap is 0.3159 hartree. As for the charge: 0. The value obtained for the largest force on an atom is 0.0087 Eh/bohr. For the total energy, the calculation gives -14530.578 eV.

```
24
C5H14N2O3 wB97M-V/def2-TZVPD
C 0.80207 1.41438 0.21463
C -0.01256 -0.39756 2.49976
C -0.48660 2.14048 0.20445
O 0.52456 -0.44880 1.20015
H 1.43295 1.46438 -0.66136
H 1.36842 1.47463 1.13288
H 0.37918 0.48836 3.01466
H 0.28925 -1.28194 3.07116
H -1.10503 -0.33447 2.46426
H -1.19018 1.70707 0.91450
H -0.27949 3.17295 0.51958
H -0.95576 2.15785 -0.77523
C -0.48343 -0.13758 -2.26329
N 0.25990 -0.38586 -1.04161
C -0.51866 -1.03550 0.05048
N 1.54297 -0.93632 -1.33681
O -0.23438 -2.42386 0.05296
O -1.68758 -0.66527 0.22250
H -1.06071 -2.82408 0.34972
H 2.01834 -1.02544 -0.44345
H 1.40275 -1.89114 -1.67182
H 0.03971 0.62193 -2.84659
H -1.48345 0.19501 -2.00134
H -0.56225 -1.04917 -2.87019
```

No. 7
Formula: C5H14N2S
Source: the Open Molecules 2025 dataset
Level of theory: wB97M-V/def2-TZVPD

Its SMILES is CCNC[C@H](N)CS. The molecular weight is 134.25 g/mol. The HOMO-LUMO gap is 0.3521 hartree. As for the charge: 0. The value obtained for the largest force on an atom is 0.0508 Eh/bohr. For the total energy, the calculation gives -19226.486 eV.

```
22
C5H14N2S wB97M-V/def2-TZVPD
C -0.05137 1.17522 -2.93871
C 0.75730 0.18289 -2.12648
N 0.04302 -0.56229 -1.07667
C -0.69040 0.16611 -0.06084
C -0.37453 -0.32158 1.39849
N -1.14247 0.58712 2.26083
C 1.00641 -0.69601 1.89509
S 0.99891 -2.24705 2.93583
H -0.28415 2.16407 -2.46246
H -0.88181 0.74639 -3.46769
H 0.65239 1.52691 -3.73814
H 1.56846 0.67772 -1.57390
H 1.27548 -0.53688 -2.79864
H -0.43868 -1.37228 -1.42755
H -1.78673 0.02322 -0.07366
H -0.42321 1.21658 -0.10440
H -0.89234 -1.29882 1.32578
H -0.59891 1.40321 2.52069
H -1.37650 0.20630 3.17099
H 1.60590 -0.76577 0.98433
H 1.38110 0.13975 2.49737
H -0.34786 -2.41481 2.85970
```

No. 8
Formula: C5H14N2S
Source: the Open Molecules 2025 dataset
Level of theory: wB97M-V/def2-TZVPD

Its SMILES is CN[C@H](CN)CCS. The molecular weight is 134.25 g/mol. The HOMO-LUMO gap is 0.3440 hartree. As for the charge: 0. The value obtained for the largest force on an atom is 0.0802 Eh/bohr. For the total energy, the calculation gives -19225.339 eV.

```
22
C5H14N2S wB97M-V/def2-TZVPD
C 0.45885 2.06631 0.89389
N 0.68280 0.98039 -0.03230
C 0.22053 -0.36373 0.30489
C 1.43372 -1.38879 0.66253
N 2.11059 -0.97348 1.90097
C -0.68295 -0.94141 -1.00070
C -1.71595 0.11459 -1.40824
S -2.59693 -0.09410 -3.02581
H -0.45968 1.88061 1.41689
H 0.51987 3.10351 0.50575
H 1.23988 2.31791 1.64078
H 1.66798 0.99114 -0.27928
H -0.57552 -0.38227 1.03309
H 1.96075 -1.53107 -0.25634
H 0.77780 -2.20380 0.79677
H 1.64030 -1.42704 2.70499
H 2.00005 0.08095 1.85823
H -1.21722 -1.82548 -0.56119
H 0.01933 -1.18887 -1.89065
H -2.48223 0.49414 -0.67845
H -1.31867 1.13836 -1.66572
H -3.68331 -0.84786 -2.92009
```